1.
Molecular formula: C2H4P4
Method: DFT, the ωB97M-V functional and the def2-TZVPD basis

Summary:
- multiplicity = 1
- molar mass (g/mol) = 151.95
- HOMO level (eV) = -8.09
- energy relative to the best compared isomer or geometry (same formula, charge and spin) (kcal per mole) = 54.7
- gap between HOMO and LUMO (eV) = 7.341
- total charge = 0
- SMILES = C=P#[PH]C1=PP1

Geometry as XYZ:
```
10
Properties=species:S:1:pos:R:3:forces:R:3:mulliken_charge:R:1
C -1.726440 0.381335 -0.559860 -0.65 -1.89 0.68 -0.58
C 1.302087 -0.279798 0.287663 2.31 0.59 0.01 0.18
P 0.030136 -1.313474 1.002389 -0.53 1.54 0.46 -0.10
P 3.007336 -0.188030 0.066310 -2.85 0.95 0.38 -0.08
P -1.201335 -1.187371 -0.783486 -0.63 0.24 -0.77 0.04
P 1.306195 1.376255 -0.463141 0.90 -1.59 -1.77 -0.07
H -2.595041 0.720950 -1.108673 0.41 0.60 -0.22 0.28
H -1.540658 0.671165 0.462672 -0.18 1.18 -0.08 0.29
H 0.514802 -2.500120 0.632783 1.01 -1.87 -0.27 0.04
H 0.902914 2.319085 0.463343 0.20 0.25 1.58 0.00
```
Positions in Å, forces in eV/Å.

2.
Molecular formula: C2H4S2
Method: DFT, the ωB97M-V functional and the def2-TZVPD basis

Summary:
- multiplicity = 1
- molar mass (g/mol) = 92.19
- HOMO level (alpha / beta) (eV) = -8.73 / -8.66
- energy relative to the best compared isomer or geometry (same formula, charge and spin) (kcal per mole) = 74.5
- gap between HOMO and LUMO (alpha / beta) (eV) = 7.479 / 8.289
- total charge = 0

Geometry as XYZ:
```
8
Properties=species:S:1:pos:R:3:forces:R:3:mulliken_charge:R:1
C 1.796140 -0.763371 0.059002 -1.31 -0.90 1.00 -0.31
C 0.745948 -0.157585 -0.408486 -1.20 -0.01 0.95 -0.40
S -2.792319 0.992392 -0.192878 -0.54 0.27 -0.79 -0.16
S -1.775952 -0.541463 0.568246 1.48 0.69 -0.16 -0.10
H 2.699540 -0.685989 -0.471355 1.34 0.29 -0.57 0.27
H 1.781418 -1.452799 0.913558 -0.08 0.32 -0.38 0.20
H 0.615728 0.596193 -1.155868 -0.37 0.13 -0.37 0.33
H -3.070504 2.012625 0.687782 0.68 -0.78 0.32 0.16
```
Positions in Å, forces in eV/Å.